No. 1
The following is a quantum chemistry calculation of 2 unconnected molecules or ions with the total composition C6H6O4 at a distorted geometry, from the OMol25 dataset.

Each line ends with the Löwdin charge.
Positions of all 16 atoms, in Å:
1 C 2.281 1.020 2.823  0.150
2 C 2.155 0.087 2.062  -0.017
3 C 1.994 -1.051 1.216  -0.351
4 C 2.087 -2.492 1.593  0.071
5 C 0.784 -1.968 1.028  -0.328
6 O -0.411 -1.960 1.668  0.097
7 C 0.954 -1.690 -0.446  -0.323
8 O 0.576 -2.170 -1.467  0.187
9 O 2.156 -0.914 -0.218  0.061
10 H 2.347 1.769 3.594  0.039
11 H 2.033 -2.696 2.665  0.137
12 H 2.726 -3.154 1.007  0.133
13 H -0.592 -2.811 2.082  0.122
14 O 0.395 0.699 -2.134  -0.086
15 H -0.224 1.037 -1.477  0.031
16 H 1.302 0.785 -1.665  0.077

## Properties
gap between HOMO and LUMO: 0.3694 Eh
SMILES: C#C[C@@]12C[C@]1(O)C(=O)O2.O
max |F|: 0.051 Eh/bohr
DFT total energy: -14504.91218 eV
energy above the lowest of the compared OMol25 structures with the same formula, charge and spin: 4.5530 eV

---

No. 2
The following is a quantum chemistry calculation of a molecular structure, C50H70AuN3O2P at a distorted geometry, from the OMol25 dataset.

Each line ends with the Löwdin charge.
Positions of all 127 atoms, in Å:
1 Au 0.448 0.160 1.194  1.009
2 C 1.892 -4.647 2.137  -0.055
3 C 1.487 -3.678 1.022  -0.381
4 C 2.568 -3.592 -0.054  -0.063
5 C 0.122 -4.081 0.506  -0.162
6 C -0.005 -5.156 -0.364  -0.059
7 C -1.251 -5.624 -0.747  -0.098
8 C -2.384 -5.016 -0.229  -0.058
9 C -2.297 -3.927 0.630  -0.143
10 C -3.566 -3.313 1.186  -0.368
11 C -4.177 -4.220 2.256  -0.063
12 C -4.594 -2.999 0.098  -0.068
13 C -1.029 -3.428 0.986  -0.195
14 N -0.918 -2.238 1.723  0.070
15 C -1.199 -2.292 3.008  -0.534
16 O -1.417 -3.289 3.726  -0.027
17 C -1.311 -0.931 3.687  -0.187
18 C -1.683 -0.846 5.023  -0.005
19 C -1.838 0.409 5.592  -0.054
20 C -1.637 1.542 4.820  -0.004
21 C -1.262 1.372 3.496  -0.199
22 N -1.104 0.168 2.967  0.070
23 C -1.073 2.557 2.579  -0.520
24 O -1.320 3.683 3.046  -0.015
25 N -0.685 2.253 1.348  0.018
26 C -0.716 3.322 0.420  -0.176
27 C -1.929 3.678 -0.197  -0.135
28 C -1.948 4.747 -1.087  -0.057
29 C -0.798 5.457 -1.387  -0.093
30 C 0.395 5.097 -0.783  -0.062
31 C 0.453 4.040 0.118  -0.145
32 C 1.736 3.748 0.865  -0.385
33 C 2.999 3.949 0.029  -0.075
34 C 1.788 4.611 2.130  -0.050
35 C -3.221 2.950 0.123  -0.366
36 C -4.088 2.713 -1.115  -0.078
37 C -4.034 3.714 1.174  -0.054
38 H 2.867 -4.391 2.561  0.061
39 H 1.959 -5.666 1.743  0.079
40 H 1.147 -4.642 2.935  0.084
41 H 1.368 -2.686 1.459  0.071
42 H 2.775 -4.565 -0.506  0.071
43 H 3.507 -3.237 0.384  0.067
44 H 2.291 -2.899 -0.852  0.063
45 H 0.887 -5.648 -0.737  0.102
46 H -1.339 -6.465 -1.424  0.089
47 H -3.361 -5.399 -0.501  0.101
48 H -3.288 -2.368 1.656  0.123
49 H -4.454 -5.185 1.823  0.074
50 H -5.081 -3.767 2.673  0.073
51 H -3.462 -4.387 3.061  0.065
52 H -4.971 -3.910 -0.375  0.067
53 H -4.167 -2.369 -0.682  0.057
54 H -5.452 -2.476 0.528  0.075
55 H -1.843 -1.767 5.564  0.109
56 H -2.128 0.503 6.632  0.101
57 H -1.761 2.548 5.195  0.111
58 H -2.883 5.029 -1.555  0.104
59 H -0.831 6.286 -2.084  0.094
60 H 1.296 5.656 -1.008  0.104
61 H 1.690 2.700 1.169  0.072
62 H 3.219 5.009 -0.124  0.071
63 H 2.914 3.481 -0.954  0.060
64 H 3.863 3.515 0.541  0.068
65 H 1.791 5.669 1.854  0.083
66 H 2.696 4.414 2.708  0.069
67 H 0.915 4.432 2.759  0.066
68 H -2.945 1.980 0.542  0.121
69 H -4.560 3.639 -1.451  0.069
70 H -4.889 2.007 -0.884  0.081
71 H -3.509 2.314 -1.947  0.046
72 H -4.346 4.681 0.768  0.079
73 H -3.448 3.893 2.073  0.062
74 H -4.936 3.155 1.438  0.076
75 C -1.041 2.356 -4.099  -0.099
76 C 0.339 1.695 -4.020  -0.696
77 C 0.709 1.067 -5.364  -0.091
78 C 1.367 2.791 -3.714  -0.110
79 P 0.353 0.576 -2.501  1.160
80 C 1.989 -0.243 -2.716  -0.360
81 C 2.297 -1.283 -3.596  -0.105
82 C 3.576 -1.816 -3.657  -0.085
83 C 4.586 -1.306 -2.850  -0.095
84 C 4.305 -0.262 -1.983  -0.092
85 C 3.017 0.254 -1.916  -0.142
86 C -0.927 -0.790 -2.692  -0.685
87 C -1.317 -1.287 -4.085  -0.089
88 C -0.445 -1.975 -1.855  -0.105
89 C -2.186 -0.232 -2.014  -0.111
90 H -1.021 3.150 -4.852  0.085
91 H -1.313 2.810 -3.143  0.062
92 H -1.822 1.650 -4.383  0.063
93 H 0.649 1.835 -6.142  0.082
94 H 0.049 0.253 -5.654  0.056
95 H 1.733 0.691 -5.353  0.071
96 H 1.368 3.522 -4.529  0.085
97 H 2.377 2.384 -3.630  0.071
98 H 1.120 3.315 -2.790  0.055
99 H 1.530 -1.691 -4.239  0.090
100 H 3.786 -2.633 -4.336  0.100
101 H 5.583 -1.725 -2.897  0.097
102 H 5.084 0.146 -1.349  0.098
103 H 2.788 1.054 -1.220  0.075
104 H -0.482 -1.736 -4.623  0.061
105 H -1.740 -0.497 -4.707  0.062
106 H -2.083 -2.061 -3.971  0.086
107 H 0.380 -2.510 -2.324  0.070
108 H -1.266 -2.684 -1.713  0.088
109 H -0.124 -1.657 -0.859  0.046
110 H -2.565 0.649 -2.530  0.041
111 H -1.993 0.040 -0.974  0.069
112 H -2.970 -0.993 -2.031  0.073
113 C 4.666 -0.307 2.153  -0.058
114 C 3.182 -0.150 2.493  -0.663
115 C 2.937 1.182 3.212  -0.056
116 C 2.736 -1.302 3.427  -0.028
117 C 2.313 -0.290 1.286  -0.105
118 H 5.276 -0.271 3.058  0.083
119 H 4.999 0.496 1.492  0.078
120 H 4.850 -1.261 1.655  0.077
121 H 3.456 1.176 4.173  0.088
122 H 1.873 1.346 3.389  0.072
123 H 3.316 2.016 2.622  0.066
124 H 3.253 -1.176 4.381  0.093
125 H 3.004 -2.274 3.015  0.063
126 H 1.660 -1.284 3.599  0.078
127 H 2.860 -0.737 0.449  0.022

## Properties
gap between HOMO and LUMO (alpha / beta): 0.2395 / 0.2395 Eh
max |F|: 0.025 Eh/bohr
DFT total energy: -74535.21915 eV
energy above the lowest of the compared OMol25 structures with the same formula, charge and spin: 0.3475 eV
net charge: -1

---

No. 3
The following is a quantum chemistry calculation of 3 unconnected molecules or ions with the total composition C2H9NO2 at a distorted geometry, from the OMol25 dataset.

Each line ends with the Löwdin charge.
Positions of all 14 atoms, in Å:
1 C -1.201 0.845 1.037  -0.087
2 N -0.849 -0.290 0.623  -0.085
3 C -1.562 -1.446 1.174  -0.141
4 H -0.553 1.669 0.715  0.063
5 H -2.109 1.232 1.482  0.072
6 H -1.414 -2.313 0.545  0.063
7 H -2.633 -1.213 1.248  0.073
8 H -1.248 -1.641 2.195  0.074
9 O 1.000 0.567 -2.881  -0.065
10 H 1.812 1.037 -2.726  0.006
11 H 0.591 0.576 -2.008  0.006
12 O 2.624 0.629 -0.703  -0.065
13 H 3.382 0.555 -0.112  0.045
14 H 2.160 -0.208 -0.589  0.040

## Properties
gap between HOMO and LUMO: 0.3941 Eh
SMILES: C=NC.O.O
max |F|: 0.046 Eh/bohr
DFT total energy: -7803.85244 eV
energy above the lowest of the compared OMol25 structures with the same formula, charge and spin: 0.8734 eV

---

- Which value of DFT total energy does entry 3 give?
  -7803.85244 eV